137
Properties=species:S:1:pos:R:3:forces:R:3 method="wB97M-V/def2-TZVPD" lumo_ev=-0.20 homo_lumo_gap_ev=8.5
C 1.190 -6.916 2.437 0.1555 -0.0023 -0.4590
S -0.387 -7.641 2.776 -0.8643 -0.4883 0.1455
O -1.096 -7.834 1.515 0.3489 0.0978 0.1948
O -0.176 -8.814 3.625 0.1175 0.1934 -0.2052
Si -1.593 -6.354 4.132 -0.2658 -0.0658 0.5576
N -0.880 -6.608 5.666 -0.2975 -0.0976 0.0399
C -3.338 -6.969 3.881 0.2895 0.2041 0.0714
C -4.383 -5.884 4.196 -0.3669 -0.1924 0.0664
C -5.261 -6.182 5.413 -0.4309 0.1676 -0.3948
S -4.713 -5.537 6.960 0.0068 0.1642 -0.1122
O -5.858 -5.147 7.735 0.8296 -0.0781 -0.3221
O -3.584 -4.661 6.757 -0.3940 0.0352 0.3459
O -4.110 -6.886 7.555 0.1847 -0.2516 0.4232
O -1.468 -4.749 3.875 0.2395 -0.1865 -0.4352
Si -1.400 -3.969 2.416 -0.4745 0.3121 -0.3922
C 0.126 -2.935 2.237 0.0584 0.1022 0.0124
C -0.053 -1.923 1.078 -0.1385 0.0699 0.4161
C 0.164 -0.461 1.465 -0.0538 0.0558 0.0193
S 1.939 -0.189 1.473 -0.1435 -0.3109 -0.0423
C 2.111 1.443 2.020 -0.2275 -0.0944 -0.1056
S 1.043 2.655 1.881 -0.0939 0.0524 -0.0296
N 3.368 1.586 2.579 1.6698 0.2478 0.6504
C 4.187 2.708 2.590 0.7977 0.0464 0.5857
C 5.316 2.349 3.289 -0.7518 0.1181 -0.3871
N 5.251 1.035 3.737 -1.7931 0.1808 -0.9948
C 4.080 0.619 3.281 0.9467 -0.0678 0.4718
H 1.192 -6.622 1.391 0.0113 0.0677 -0.0383
H 1.923 -7.698 2.610 0.1670 0.0383 0.1062
H 1.358 -6.049 3.070 0.0563 -0.0463 0.2175
H -0.995 -7.545 6.029 0.2426 -0.0775 0.0148
H -1.240 -5.942 6.338 0.1592 0.1553 0.1271
H -3.478 -7.831 4.536 0.0390 -0.1595 -0.1238
H -3.451 -7.304 2.852 0.0088 -0.1215 -0.0768
H -5.073 -5.806 3.357 0.1154 0.0773 -0.1253
H -3.918 -4.909 4.310 -0.0931 0.1949 0.0326
H -5.398 -7.249 5.568 -0.0805 -0.0585 0.0158
H -6.248 -5.740 5.299 -0.0615 0.0600 -0.0726
H -3.274 -6.677 7.995 0.0045 -0.0114 0.0729
H -1.482 -4.986 1.336 0.0582 0.0175 0.0611
H -2.579 -3.082 2.289 0.0091 -0.0120 0.1082
H 0.299 -2.432 3.192 0.0921 0.0835 0.0046
H 0.978 -3.590 2.059 0.1616 0.0300 0.0703
H -1.072 -1.962 0.690 0.0275 -0.1075 -0.2805
H 0.644 -2.175 0.281 -0.1993 -0.0712 -0.3031
H -0.302 0.207 0.750 -0.0191 -0.0432 -0.0496
H -0.228 -0.217 2.453 -0.0388 -0.0336 0.0243
H 3.941 3.640 2.111 -0.1381 -0.1300 -0.0339
H 6.169 2.974 3.498 0.0051 -0.0161 -0.0408
H 3.660 -0.362 3.425 0.0553 0.0293 0.1113
N -1.258 -0.056 -1.668 0.0006 0.0015 0.1107
C -1.266 -0.897 -2.696 0.0009 -0.0350 -0.0463
C -0.387 -0.807 -3.767 0.0106 -0.0035 -0.0035
C 0.548 0.214 -3.771 -0.0039 -0.0142 0.0155
C 0.569 1.100 -2.706 -0.0343 -0.0944 0.0607
C -0.349 0.920 -1.684 0.0305 0.0576 -0.0444
H -2.012 -1.685 -2.662 0.0023 -0.0058 -0.0089
H -0.441 -1.523 -4.575 -0.0053 -0.0105 -0.0029
H 1.249 0.326 -4.587 -0.0025 0.0203 -0.0187
H 1.279 1.912 -2.672 -0.0068 0.0373 -0.0115
H -0.357 1.595 -0.833 0.0106 0.0390 -0.0370
N 0.990 3.253 -5.111 0.0369 -0.0157 0.0039
C 0.891 3.084 -6.426 -0.0154 -0.0059 -0.0498
C 1.262 4.044 -7.355 -0.0031 0.0155 0.0170
C 1.763 5.251 -6.892 0.0022 0.0477 -0.0346
C 1.871 5.442 -5.524 -0.0111 0.0016 -0.0152
C 1.473 4.415 -4.680 0.0144 0.0471 0.0156
H 0.490 2.129 -6.753 0.0031 0.0007 -0.0114
H 1.159 3.849 -8.413 -0.0035 -0.0068 -0.0105
H 2.064 6.030 -7.582 0.0178 0.0055 0.0005
H 2.255 6.367 -5.117 0.0065 0.0076 0.0080
H 1.546 4.532 -3.603 0.0032 0.0096 0.0020
N 2.929 8.873 -8.585 0.0697 -0.0912 -0.0073
C 1.629 9.139 -8.667 -0.0701 -0.0683 -0.0354
C 1.020 10.212 -8.034 0.0322 0.1079 0.0168
C 1.808 11.057 -7.270 0.0419 -0.0431 -0.0378
C 3.166 10.795 -7.176 -0.0315 -0.0070 0.0012
C 3.675 9.695 -7.851 0.0251 0.0426 0.0407
H 1.041 8.454 -9.267 -0.0438 0.0159 0.0154
H -0.044 10.360 -8.136 -0.0292 -0.0354 0.0534
H 1.371 11.903 -6.755 -0.0005 0.0148 0.0025
H 3.822 11.425 -6.591 0.0096 0.0066 0.0038
H 4.733 9.460 -7.799 0.0054 0.0050 0.0088
N 5.312 -10.770 2.578 0.0553 0.0246 0.0564
C 4.006 -10.657 2.805 -0.0478 0.0084 0.0030
C 3.033 -10.967 1.865 -0.0691 0.0225 -0.0073
C 3.439 -11.417 0.619 0.0214 0.0117 0.0219
C 4.797 -11.540 0.370 -0.0061 -0.0006 -0.0066
C 5.688 -11.205 1.379 -0.0030 -0.0161 -0.0417
H 3.722 -10.301 3.789 -0.0134 -0.0060 0.0043
H 1.985 -10.854 2.109 -0.0011 0.0095 0.0207
H 2.711 -11.667 -0.141 -0.0086 -0.0041 -0.0081
H 5.163 -11.887 -0.586 0.0095 -0.0054 -0.0070
H 6.757 -11.291 1.218 0.0055 -0.0011 -0.0116
N 5.444 6.031 1.707 -0.0599 -0.1057 -0.0325
C 4.378 6.713 2.114 -0.0148 0.0290 0.0229
C 4.445 7.792 2.983 0.0053 0.0103 0.0079
C 5.687 8.183 3.457 -0.0015 -0.0249 -0.0198
C 6.805 7.478 3.041 -0.0059 0.0149 0.0098
C 6.631 6.415 2.168 0.0355 0.0134 0.0117
H 3.421 6.379 1.728 -0.0112 0.0064 0.0019
H 3.543 8.309 3.279 -0.0131 0.0011 0.0042
H 5.781 9.018 4.137 0.0012 0.0094 0.0084
H 7.796 7.744 3.385 0.0122 0.0002 0.0008
H 7.484 5.842 1.822 0.0096 -0.0003 0.0052
N -5.039 -5.276 0.711 0.0734 -0.0398 0.1810
C -4.719 -6.271 -0.113 0.0113 -0.0170 -0.0402
C -4.983 -6.248 -1.474 -0.0029 0.0061 -0.0189
C -5.612 -5.135 -2.007 0.0155 -0.0032 0.0356
C -5.947 -4.091 -1.159 0.0100 0.0009 -0.0148
C -5.638 -4.209 0.188 -0.0148 0.0276 -0.0409
H -4.222 -7.124 0.336 0.0223 -0.0044 -0.0132
H -4.697 -7.084 -2.096 0.0046 -0.0106 -0.0020
H -5.835 -5.079 -3.065 -0.0050 -0.0012 -0.0109
H -6.436 -3.201 -1.528 -0.0020 0.0126 -0.0012
H -5.878 -3.409 0.879 -0.0117 0.0078 0.0024
N -2.089 8.796 -7.905 0.0524 0.0204 -0.0463
C -2.796 9.281 -8.923 -0.0386 0.0059 -0.0256
C -4.181 9.249 -8.979 -0.0157 -0.0052 0.0082
C -4.871 8.680 -7.920 0.0298 0.0019 -0.0025
C -4.147 8.170 -6.855 -0.0140 -0.0012 -0.0053
C -2.763 8.253 -6.895 -0.0089 -0.0282 0.0336
H -2.225 9.718 -9.736 -0.0066 0.0040 -0.0056
H -4.701 9.661 -9.832 -0.0009 0.0028 -0.0124
H -5.952 8.635 -7.926 -0.0129 -0.0005 0.0007
H -4.640 7.715 -6.007 -0.0011 -0.0048 0.0122
H -2.165 7.863 -6.079 -0.0032 -0.0072 0.0084
N -1.572 1.681 4.411 0.0139 -0.0713 -0.0618
C -1.762 0.688 5.275 0.0018 -0.1176 -0.0197
C -1.894 0.868 6.644 0.0236 0.1839 -0.0812
C -1.825 2.160 7.142 -0.0066 -0.0466 0.0144
C -1.628 3.204 6.254 0.0000 0.0491 0.0334
C -1.507 2.915 4.903 0.0233 -0.0003 -0.0198
H -1.812 -0.311 4.852 -0.0148 0.0110 0.0072
H -2.047 0.021 7.291 -0.0217 -0.1132 0.0846
H -1.923 2.347 8.203 0.0015 0.0108 0.0075
H -1.566 4.228 6.597 -0.0014 0.0030 0.0025
H -1.347 3.708 4.182 0.0056 0.0024 0.0025